(1)
The following is a DFT calculation (the ωB97M-V functional and the def2-TZVPD basis) of a 2-piece molecular cluster, C31H33N2OS overall at a distorted geometry.

The maximum force comes out at 1.90 eV Å⁻¹. The value obtained for the HOMO-LUMO gap is 4.37 eV. The total charge is +1. As for the energy above the lowest of the compared OMol25 structures with the same formula, charge and spin: 14.6 kcal/mol. The HOMO energy is -8.8814 eV.

XYZ file:
```
68
Properties=species:S:1:pos:R:3:forces:R:3
C -2.808 -1.645 1.085 0.4934 0.5403 0.3819
O -2.660 -0.337 1.649 -1.0743 0.1316 -0.0840
C -1.470 0.354 1.697 -0.0667 0.4385 -1.4090
C -0.638 0.076 2.869 0.5054 0.1929 0.5721
C 0.771 0.027 2.825 -0.5237 -0.1966 0.2464
C 1.504 -0.299 3.963 -0.1251 0.1764 0.1784
C 0.852 -0.498 5.185 0.0722 0.1687 -0.1452
C -0.536 -0.338 5.260 -0.0314 -0.1396 -0.1034
C -1.286 -0.089 4.116 0.3748 -0.0454 -0.3772
C -1.496 1.475 0.862 -0.4843 -0.4654 1.7173
N -0.792 2.649 0.990 0.7167 -0.8614 0.4349
C 0.095 2.923 2.109 0.1690 0.2590 0.0497
C -1.062 3.574 0.015 -1.1091 0.3888 -0.9826
C -0.303 4.856 -0.048 0.1234 0.4672 -0.1140
C -2.132 3.226 -0.758 1.0863 1.0368 0.3205
C -2.815 4.064 -1.776 -0.2336 0.2180 -0.3653
S -2.799 1.716 -0.289 0.1613 -0.8207 0.4760
H -3.871 -1.882 1.192 0.2763 -0.0260 -0.0808
H -2.517 -1.643 0.024 -0.1042 0.0441 0.3025
H -2.200 -2.355 1.655 -0.1630 0.0262 -0.1626
H 1.276 0.279 1.894 -0.0406 -0.2263 0.3375
H 2.592 -0.357 3.892 -0.3242 0.0735 0.1881
H 1.431 -0.725 6.082 -0.1930 0.0645 -0.2612
H -1.048 -0.398 6.220 0.1735 -0.0838 -0.1639
H -2.371 0.039 4.154 0.4150 -0.1536 0.0576
H 0.307 3.996 2.131 -0.0785 -0.2729 0.0141
H -0.371 2.643 3.063 0.1295 0.0037 -0.3987
H 1.045 2.391 1.993 -0.1448 0.1367 0.1818
H -0.557 5.363 -0.982 0.1181 -0.0194 0.2157
H -0.567 5.543 0.776 0.0778 -0.3026 -0.2709
H 0.790 4.722 -0.039 -0.3743 -0.0979 0.0331
H -2.221 4.954 -2.008 -0.2045 -0.2215 0.0034
H -2.989 3.519 -2.712 0.0187 0.1121 0.1380
H -3.794 4.402 -1.403 0.2115 -0.0628 -0.1283
C 3.281 -2.263 1.585 0.2180 0.5637 -0.0522
C 1.964 -2.914 1.457 -0.8213 -0.6237 0.9327
N 1.686 -4.067 2.110 0.7972 0.9351 -0.5383
C 2.575 -4.718 3.057 0.2289 -0.1577 0.0737
C 0.465 -4.587 1.690 -0.8083 0.3838 -0.7207
C -0.073 -3.692 0.734 0.0677 -0.8658 0.1580
C -1.275 -4.020 0.115 -0.2030 -0.5277 0.0773
C -1.936 -5.200 0.486 0.2499 0.4082 -0.0489
C -1.395 -6.057 1.455 0.2736 0.2368 0.0774
C -0.163 -5.766 2.057 -0.2919 0.0815 -0.0141
C 0.846 -2.562 0.634 -0.3117 0.2972 -0.3590
C 0.619 -1.370 -0.067 1.4575 -1.1996 -0.1858
C -0.040 -1.321 -1.344 -0.6361 0.5572 -1.0933
C -0.111 -2.435 -2.224 -0.1609 0.0011 0.4117
C -0.785 -2.346 -3.435 0.1146 0.0931 0.1424
C -1.391 -1.143 -3.822 0.0362 0.0607 0.3571
C -1.279 -0.015 -3.002 0.1291 -0.0438 -0.2352
C -0.560 -0.089 -1.819 0.2494 -0.2304 0.4241
H 3.326 -1.456 0.848 0.1728 -0.0665 0.2541
H 3.411 -1.842 2.594 0.0290 -0.1724 -0.3014
H 4.120 -2.950 1.385 -0.3920 0.1368 0.0672
H 2.104 -5.653 3.365 0.2738 0.2004 -0.0075
H 3.549 -4.929 2.599 -0.2844 -0.0299 0.0548
H 2.741 -4.092 3.941 -0.1546 -0.0642 -0.1922
H -1.675 -3.367 -0.658 -0.0344 -0.4017 0.2547
H -2.886 -5.445 0.006 0.3227 0.0218 0.1909
H -1.952 -6.945 1.748 0.2328 0.1241 -0.0922
H 0.300 -6.408 2.801 -0.3345 -0.0869 -0.1374
H 1.224 -0.507 0.213 -0.3145 -0.0901 -0.1451
H 0.357 -3.378 -1.925 -0.1691 0.3485 -0.1588
H -0.848 -3.227 -4.072 0.0607 0.2694 0.0965
H -1.938 -1.088 -4.762 0.1138 -0.0084 0.2318
H -1.752 0.930 -3.282 0.2506 -0.3365 0.0070
H -0.392 0.796 -1.199 -0.2091 -0.2972 -0.3312
```
Positions in Å, forces in eV/Å.

=====

(2)
The following is a DFT calculation (the ωB97M-V functional and the def2-TZVPD basis) of C4H3IN3PtS4Sb as an isolated structure.

The maximum force comes out at 0.09 eV Å⁻¹. Its spin multiplicity is 3. The value obtained for the HOMO-LUMO gap (alpha / beta) is 5.24 / 5.90 eV. The total charge is -2. As for the energy above the lowest of the compared OMol25 structures with the same formula, charge and spin: 0.0 kcal/mol. The HOMO energy (alpha / beta) is -1.5721 / -2.2344 eV.

XYZ file:
```
17
Properties=species:S:1:pos:R:3:forces:R:3
Pt 0.486 1.406 2.689 0.0403 -0.0539 0.0265
S 2.886 0.714 -1.676 -0.0286 -0.0046 0.0383
Sb 3.098 0.711 0.594 -0.0631 -0.0482 0.0069
S 1.893 2.659 1.490 -0.0176 0.0419 0.0000
S 1.487 -0.640 1.751 0.0568 0.0360 -0.0564
S 5.187 0.584 1.453 0.0439 -0.0041 0.0153
I -2.176 0.154 -4.507 0.0043 -0.0160 0.0264
C -1.769 -0.490 -2.587 -0.0413 0.0360 -0.0701
C -0.642 -0.225 -1.840 0.0316 -0.0526 0.0527
N -0.837 -0.850 -0.669 0.0356 0.0219 -0.0287
N -2.006 -1.498 -0.598 -0.0119 -0.0239 0.0038
C -2.588 -1.285 -1.768 0.0321 0.0160 0.0131
H 0.276 0.313 -2.033 -0.0159 0.0182 -0.0093
H -0.179 -0.853 0.119 -0.0323 0.0073 0.0030
H -3.559 -1.700 -1.986 -0.0043 -0.0008 0.0045
N -1.067 0.307 5.250 0.0140 0.0244 0.0213
C -0.491 0.694 4.321 -0.0436 0.0026 -0.0473
```
Positions in Å, forces in eV/Å.

=====

(3)
The following is a DFT calculation (the ωB97M-V functional and the def2-TZVPD basis) of C46H108As2F12N6O11S11 as an isolated structure at a distorted geometry.

The maximum force comes out at 4.25 eV Å⁻¹. The value obtained for the HOMO-LUMO gap is 7.83 eV. The total charge is -2. The HOMO energy is -4.9112 eV.

XYZ file:
```
196
Properties=species:S:1:pos:R:3:forces:R:3
As 17.208 19.445 15.387 -1.5916 0.5023 -1.1730
F 16.207 19.608 13.927 0.4045 -0.2610 0.7793
F 18.650 19.411 14.396 -0.3092 -0.5461 -0.0423
F 18.247 19.367 16.746 0.1718 -0.2693 0.6896
F 15.786 19.497 16.450 0.7869 0.2502 -0.6234
F 16.956 17.695 15.327 0.7337 0.9256 0.0955
F 17.326 21.209 15.355 -0.1538 -0.6066 0.4346
As 10.855 14.892 14.588 -2.3520 0.1187 -0.2819
F 11.282 16.124 13.370 -0.8169 -0.5816 0.6707
F 12.437 15.103 15.189 1.0936 0.0056 0.5892
F 10.546 13.696 15.869 0.1291 0.5111 -0.9653
F 9.222 14.695 13.904 1.2307 0.1964 0.6016
F 11.423 13.681 13.480 -0.0001 -0.0575 0.2570
F 10.240 16.124 15.699 0.4072 -0.5330 -0.6597
C 18.387 12.847 12.873 0.7887 0.8563 -0.9576
C 18.467 12.692 11.345 -0.8712 -0.3950 0.4418
C 19.554 11.683 11.000 0.2097 0.4860 -0.7676
C 19.387 10.329 11.476 -1.2970 -3.8109 1.3491
N 19.161 9.217 11.802 0.8643 3.4230 -0.9554
H 19.385 13.218 13.186 -0.5345 -0.2838 0.2653
H 18.185 11.874 13.295 -0.1378 -0.0901 0.4763
H 17.642 13.596 13.149 -0.0611 -0.2449 0.1340
H 18.690 13.632 10.844 0.1648 0.0629 0.0713
H 17.499 12.367 10.944 0.1318 -0.0262 0.0747
H 20.477 12.087 11.387 0.5510 -0.0480 0.0386
H 19.649 11.585 9.919 0.1573 0.1644 -0.1470
C 16.210 17.533 19.858 0.8025 -0.1427 -0.0558
C 17.439 16.586 19.963 -0.9840 -0.0008 -0.9452
C 18.640 17.240 19.293 0.2968 -0.2759 -0.6328
C 18.937 18.533 19.849 0.3566 0.0083 0.3183
N 19.206 19.570 20.247 0.1179 0.5382 0.3348
H 15.320 17.174 20.379 0.0848 -0.1000 -0.2346
H 16.014 17.787 18.817 -0.3111 -0.2938 -0.0983
H 16.509 18.484 20.290 -0.1109 0.2146 0.3782
H 17.230 15.577 19.510 0.2810 0.9919 0.5861
H 17.708 16.505 20.994 -0.0496 -0.5835 0.7997
H 18.463 17.510 18.258 -0.2462 -0.4601 -0.5365
H 19.558 16.638 19.302 -0.2920 -0.0191 0.0391
C 15.155 15.245 17.226 -0.0955 -0.1620 -1.1669
C 16.151 14.460 16.328 -1.2372 -0.4781 0.0581
C 17.514 14.187 16.957 -0.3434 1.1749 0.3129
C 17.356 13.222 18.038 0.3790 -0.9794 0.4613
N 17.211 12.419 18.857 0.0660 0.7231 -0.5115
H 15.563 16.213 17.407 0.6518 0.7693 0.4684
H 14.941 14.756 18.187 0.0247 0.0001 -0.4011
H 14.220 15.523 16.693 0.4542 -0.8608 0.2329
H 16.320 14.895 15.348 -0.0485 0.7739 0.0772
H 15.721 13.490 16.035 -0.0479 0.0794 0.3640
H 17.980 15.116 17.372 -0.2702 -0.7410 -0.4709
H 18.132 13.837 16.139 0.5668 -0.3836 0.3396
C 15.578 23.532 10.991 -0.1824 -0.7554 -0.4283
C 16.102 24.404 12.085 0.6540 0.2230 0.0609
C 15.661 25.843 11.891 1.6547 0.6187 -0.2372
C 14.275 25.997 11.636 -3.5181 0.5301 -1.0810
N 13.161 26.154 11.326 1.9753 -0.2363 0.6509
H 14.494 23.603 10.890 -0.0487 -0.3659 0.3462
H 15.920 22.502 11.129 -0.3758 -0.0870 0.0771
H 15.935 23.824 10.021 0.4571 0.3896 -0.6391
H 17.210 24.359 12.104 -0.6496 0.2134 0.2287
H 15.721 24.041 13.028 0.0987 -0.0603 0.3696
H 16.178 26.300 11.027 -0.0906 -0.2899 0.1327
H 15.937 26.476 12.725 0.0757 -0.0363 0.3785
C 19.023 22.162 12.608 1.0742 -0.5745 0.1203
C 19.560 22.102 11.180 -0.6863 -0.3996 0.3356
C 19.263 23.371 10.423 0.4975 -0.1876 -1.0150
C 20.018 24.511 10.885 1.1264 2.1844 0.6942
N 20.580 25.475 11.217 -0.7648 -1.5241 -0.4177
H 19.276 21.230 13.109 -0.4771 -0.1984 0.0331
H 17.971 22.343 12.623 -0.8212 -0.2353 0.0781
H 19.467 22.908 13.264 0.2852 0.4807 -0.3241
H 19.097 21.247 10.626 0.4417 0.6721 0.4506
H 20.634 21.985 11.175 0.3886 -0.3747 0.0361
H 18.233 23.653 10.489 -0.7635 -0.0211 -0.1314
H 19.528 23.226 9.367 -0.2050 0.1106 0.0728
C 23.717 19.833 13.702 -0.2645 0.5871 0.0503
C 23.990 19.002 12.484 -0.8436 -1.4145 -0.0346
C 25.329 18.313 12.528 1.4462 -0.7290 1.3445
C 25.516 17.469 13.786 -0.3158 1.5317 -2.5485
N 25.756 16.785 14.661 0.1551 -0.8473 1.3310
H 22.876 20.506 13.507 -0.0418 -0.2030 0.2732
H 24.560 20.462 13.916 0.5266 0.5202 0.1452
H 23.550 19.265 14.610 -0.2198 -0.2099 0.0500
H 23.921 19.625 11.605 -0.0011 -0.0262 -0.4025
H 23.243 18.188 12.413 0.0501 0.5693 -0.3298
H 26.131 19.060 12.581 -0.0361 -0.0365 0.0009
H 25.604 17.645 11.697 -0.5736 0.2867 0.0966
C 13.564 16.022 11.863 0.2262 0.1358 0.0986
S 15.248 15.547 11.555 1.4123 0.9797 0.2344
O 15.614 15.955 10.133 -0.3001 -0.1816 0.8466
C 16.097 16.818 12.661 -0.0492 -0.8574 -0.6891
H 12.952 15.320 11.303 -0.2059 0.2279 0.0147
H 13.441 17.054 11.587 -0.1936 0.4289 -0.7118
H 13.272 16.024 12.909 0.4096 -0.6744 0.0661
H 15.600 16.834 13.631 0.0602 0.0518 -0.1249
H 16.091 17.799 12.175 -0.3571 -0.2567 0.1292
H 17.157 16.530 12.794 -0.5579 -0.1003 -0.0671
C 20.276 21.701 16.484 0.9300 -0.8893 0.2851
S 21.576 21.031 17.635 -1.7958 1.5739 1.2128
O 22.829 21.727 17.284 0.9897 0.0386 -0.5835
C 20.960 22.078 19.127 -0.0635 -1.3468 -1.3450
H 20.669 22.695 16.201 -0.7072 -0.2271 0.4621
H 19.306 21.551 16.977 0.2824 0.7272 -0.2525
H 20.261 21.072 15.594 0.0867 -0.0384 -0.0233
H 21.817 22.191 19.761 0.5013 0.1530 0.1746
H 20.182 21.546 19.659 -0.1683 -0.0729 -0.0170
H 20.599 23.007 18.712 0.0697 0.3186 -0.0200
C 12.859 20.551 18.500 -0.1686 1.0312 0.3321
S 11.404 21.339 19.262 -0.4559 1.8988 -0.6571
O 11.441 22.820 18.838 0.0065 -1.9238 0.2353
C 11.949 21.434 20.971 0.4738 -0.0081 -0.2862
H 13.173 19.714 19.125 0.1559 0.1242 -0.2263
H 13.571 21.386 18.460 0.1736 -0.4073 0.1377
H 12.613 20.270 17.472 -0.1045 -0.1596 0.3007
H 12.106 20.437 21.365 0.1657 -0.2223 0.1148
H 11.152 21.918 21.544 0.2004 0.0678 -0.2554
H 12.874 22.034 20.943 -0.3650 -0.1965 0.2810
C 13.157 18.230 14.892 -0.1187 0.1636 -1.4737
S 11.977 18.826 13.634 -2.2486 1.2482 1.0025
O 10.571 18.825 14.273 2.0566 -0.3885 -0.8480
C 12.334 20.620 13.771 0.3932 -0.9760 -0.4090
H 14.165 18.594 14.610 -0.5349 -0.1577 0.3760
H 13.090 17.133 14.845 0.0128 0.5302 0.4622
H 12.739 18.691 15.770 0.2844 -0.1730 0.7080
H 12.077 20.947 14.771 -0.2229 -0.1388 0.0269
H 11.767 21.142 13.018 -0.5605 0.0732 -0.0240
H 13.364 20.807 13.532 0.8247 0.0946 0.1092
C 13.239 23.395 15.815 -0.0709 0.6059 -0.3775
S 13.236 24.361 14.286 -3.0113 -0.1370 -1.1016
O 11.800 24.143 13.718 2.4785 0.2324 0.8785
C 13.188 26.041 14.970 -0.0703 -0.9954 0.4464
H 12.407 23.758 16.445 0.6032 -0.2548 -0.0014
H 14.253 23.471 16.230 -0.3877 -0.0684 0.3013
H 13.033 22.381 15.467 0.2038 0.2518 0.2443
H 14.174 26.249 15.369 0.0768 0.0990 0.4963
H 12.346 26.029 15.675 0.4255 0.2538 0.0000
H 13.016 26.744 14.179 -0.2539 0.1028 -0.6249
C 10.194 15.267 18.888 0.1797 0.9032 0.3676
S 11.029 16.765 19.582 0.3592 -0.7247 -1.0447
O 11.889 16.269 20.698 -0.0484 0.0665 0.3278
C 12.204 17.017 18.198 -0.6903 0.7071 0.4854
H 9.670 14.842 19.755 0.0188 0.0770 -0.3817
H 10.996 14.609 18.561 -0.1729 -0.1109 -0.1399
H 9.518 15.561 18.065 0.4095 -0.2550 0.3988
H 11.654 17.217 17.276 0.0446 -0.2321 0.0001
H 12.883 16.183 18.134 -0.1288 -0.4196 -0.0282
H 12.785 17.900 18.471 -0.0731 -0.1464 -0.0475
C 16.810 21.631 21.110 -0.8265 0.6302 -0.1507
S 16.144 22.737 19.814 0.0256 -0.2720 0.2239
O 16.942 24.000 19.853 0.1682 -0.1373 -0.2105
C 16.663 21.716 18.433 -0.2440 0.1870 -0.2242
H 17.794 21.243 20.824 -0.3290 0.0644 0.2820
H 16.035 20.855 21.267 0.6224 0.1629 -0.0726
H 16.822 22.302 21.981 0.2339 -0.4143 -0.1235
H 17.734 21.491 18.496 -0.3293 -0.1206 0.0258
H 16.427 22.213 17.487 0.1399 0.1135 0.2023
H 16.016 20.830 18.454 0.4499 -0.0804 0.1081
C 18.183 25.218 16.211 -0.7942 1.4366 -0.5262
S 17.657 26.966 15.689 -0.1587 -1.1537 -0.5900
O 16.514 26.800 14.699 0.8341 0.0979 1.0846
C 16.928 27.458 17.258 -0.5101 -0.0315 -0.0667
H 18.951 25.323 16.962 0.3245 -0.0111 0.1499
H 18.554 24.745 15.296 -0.1582 0.0240 0.2844
H 17.309 24.728 16.644 0.0693 -0.0869 -0.2007
H 16.574 28.508 17.200 0.1315 -0.7278 -0.1831
H 17.698 27.399 18.030 -0.1386 -0.1834 0.0098
H 16.094 26.749 17.429 0.3992 0.5126 0.2256
C 20.537 16.721 14.848 1.0656 0.7927 -0.0243
S 21.483 15.982 16.217 -0.1903 -0.5390 -1.2790
O 20.378 15.464 17.069 0.0487 0.0806 0.8695
C 22.182 17.474 16.927 -0.0995 0.4631 0.0050
H 19.801 17.379 15.309 0.0464 0.1366 -0.0272
H 19.999 15.946 14.295 0.4132 -0.0395 0.0978
H 21.250 17.299 14.206 -0.7433 -0.4914 0.3024
H 22.674 17.217 17.868 0.0956 -0.1347 -0.2596
H 21.375 18.152 17.159 -0.3828 0.2797 0.0847
H 22.877 17.993 16.241 -0.2353 -0.5901 0.2784
C 16.546 21.295 7.915 -0.3037 0.3606 1.2411
S 17.100 19.625 8.285 -0.3862 -0.2636 0.3554
O 18.484 19.808 8.833 -0.2202 -0.0170 0.0063
C 15.929 19.267 9.676 0.7566 -0.5358 -1.4108
H 16.991 21.897 8.742 -0.3018 -0.1984 -0.6659
H 15.444 21.362 7.990 0.5498 -0.0179 -0.3000
H 16.933 21.607 6.950 -0.0447 -0.0014 -0.0244
H 16.200 18.240 10.001 -0.4373 0.5819 -0.1686
H 14.942 19.292 9.186 0.2472 -0.1671 0.4842
H 16.041 20.003 10.452 0.0065 0.3256 0.3664
C 19.856 18.572 11.409 0.3577 -0.3349 0.0116
S 20.385 16.901 11.089 0.0965 -0.4473 -1.4153
O 21.744 17.016 10.428 -0.7376 -0.0612 0.5377
C 19.165 16.600 9.684 1.5029 0.3267 0.0345
H 20.452 19.011 12.214 -0.1109 -0.0661 -0.1852
H 18.810 18.546 11.654 -0.5210 0.1177 0.3161
H 19.979 19.031 10.444 0.1417 0.6802 -0.1527
H 19.701 15.899 9.020 -0.3377 0.0506 0.4759
H 19.010 17.524 9.106 0.0391 -0.2035 0.4634
H 18.247 16.193 10.074 -0.4274 -0.1695 0.0589
```
Positions in Å, forces in eV/Å.